Computed, not measured: 40 unconnected molecules or ions with the total composition H80O40 at a distorted geometry, with ωB97M-V/def2-TZVPD.

Properties
Orbital gap ... 9.43 eV
ΔE to the lowest compared entry with this formula, charge and spin ... 8.511 eV
HOMO ... -10.2 eV
E ... -3057.44458 hartree

Cartesian coordinates (Å):
H (-3.93497, -1.17553, -4.41959)
H (-2.79121, -2.21422, -4.24704)
O (-3.22963, -1.46622, -3.83864)
H (-0.28010, -3.92378, 2.54343)
H (-0.39818, -5.32685, 1.93731)
O (-0.50125, -4.84827, 2.76278)
H (1.29446, 2.41288, -3.12588)
H (1.82049, 3.66706, -2.38691)
O (2.08641, 2.83225, -2.78223)
H (5.43656, 2.31439, -1.65319)
H (5.68131, 1.42392, -0.43449)
O (5.37561, 2.30216, -0.69272)
H (-4.54945, -1.68882, -2.31081)
H (-5.44658, -0.43653, -2.46971)
O (-5.46836, -1.39858, -2.38611)
H (3.40275, -2.37032, 0.59176)
O (3.73831, -1.98970, -0.22846)
H (-4.30801, 0.01448, -0.68290)
O (-4.80342, 0.25676, 0.09801)
H (-0.10447, -0.32611, -0.52851)
H (-1.30454, -0.06596, 0.28223)
O (-0.33838, -0.03844, 0.37970)
H (-1.71863, -2.12798, 5.04054)
H (-2.07673, -2.17355, 3.65404)
O (-1.34139, -1.85351, 4.19473)
H (1.19617, 1.84392, 4.45090)
H (1.41990, 0.87786, 5.62914)
O (0.77081, 1.16681, 4.99153)
H (0.33732, -3.00466, -1.39351)
H (1.13152, -3.63377, -0.08536)
O (0.46498, -3.72441, -0.77383)
H (-1.90959, 2.67607, 5.56388)
O (-2.36822, 3.49030, 5.34805)
H (-3.16146, 0.50180, 1.75333)
H (-2.19203, 1.46610, 2.41959)
O (-2.22481, 0.72622, 1.80404)
H (-1.62329, -3.34516, -3.53091)
H (-1.66832, -4.12113, -4.84697)
O (-1.85293, -4.20383, -3.90543)
H (-1.39105, 3.16792, -0.09558)
H (-0.61034, 1.78270, 0.33102)
O (-1.33784, 2.21444, -0.19456)
H (3.05374, -4.63736, -1.87497)
H (4.49421, -4.56096, -2.47129)
O (3.85840, -4.07107, -1.93861)
H (1.81235, -2.77620, 2.62420)
H (3.40279, -2.92806, 2.93389)
O (2.67854, -3.19127, 2.36156)
H (2.60805, 3.15886, 2.93094)
H (3.80167, 2.46297, 2.21496)
O (3.28896, 2.48919, 3.02204)
H (1.60314, 4.31176, -0.09813)
O (2.34908, 4.81966, -0.46091)
H (4.93337, 3.74051, 1.16712)
H (3.70839, 4.17225, 0.41271)
O (4.21981, 4.39401, 1.23253)
H (3.36339, 1.34534, 5.74032)
O (3.90434, 0.79947, 5.16438)
H (2.72828, 2.17493, -0.90961)
H (2.60990, 0.70411, -1.18966)
O (2.78397, 1.31549, -0.46282)
H (2.32539, 2.80838, 1.14596)
H (1.24192, 1.69101, 1.17507)
O (1.38332, 2.64262, 1.25913)
H (4.22225, -1.00848, 4.15634)
H (3.40245, -0.97959, 5.30251)
O (3.86542, -1.66875, 4.75905)
H (-4.18339, 3.40211, 0.15468)
H (-4.77546, 3.93522, -1.07666)
O (-4.35660, 4.25645, -0.26915)
H (-3.53426, -4.52556, -2.03100)
H (-4.17975, -4.83281, -0.65892)
O (-4.25225, -5.00606, -1.60363)
H (0.92403, -0.32625, -2.90812)
H (-0.26952, 0.69989, -2.32879)
O (0.10171, -0.18085, -2.37372)
H (-0.06103, -2.97220, -5.36290)
H (-0.34327, -1.31411, -5.24503)
O (-0.44188, -2.15976, -5.69489)
H (-1.19225, 0.68968, -4.13863)
H (-0.63797, 1.48343, -5.27477)
O (-0.37437, 0.79122, -4.65382)
H (1.30898, -6.39469, -1.84988)
H (1.58732, -5.21830, -2.82854)
O (2.00225, -5.86772, -2.25340)
H (3.53579, 4.76678, -2.71437)
H (3.95510, 3.57424, -3.53341)
O (3.93844, 4.53471, -3.55446)
H (-3.60267, 1.57786, -2.29528)
O (-2.84750, 1.88428, -2.80951)
H (-2.77537, 0.73804, 3.91697)
H (-3.79243, 0.59053, 4.79002)
O (-3.62004, 1.21081, 4.05846)
H (2.47980, 5.55389, 0.15277)
H (4.26483, -2.64222, -0.71194)
H (4.23845, 1.39359, 4.44976)
H (-5.09428, -0.52709, 0.61689)
H (-3.29685, 3.38811, 5.13296)
H (-3.07679, 2.63892, -3.35374)
O (0.25070, -2.18627, 2.06577)
H (0.48921, -1.34606, 1.63913)
H (-0.48961, -2.09391, 2.69390)
O (2.29434, -0.75140, -3.53836)
H (2.57035, -1.36022, -2.82203)
H (2.59621, -1.39562, -4.19946)
O (-5.07169, -1.83476, 1.63276)
H (-5.65056, -1.29507, 2.19921)
H (-5.71859, -2.53591, 1.45141)
O (-0.44320, 3.39632, -2.40307)
H (-0.97073, 4.19762, -2.49066)
H (-1.08160, 2.74704, -1.93653)
O (-4.09608, -3.21542, 3.41348)
H (-4.51223, -2.82223, 2.64029)
H (-3.74213, -4.06031, 3.11413)
O (-3.10759, 5.27432, -2.99214)
H (-3.63303, 5.40630, -2.18984)
H (-3.63857, 4.90133, -3.70303)
O (4.83617, -0.81936, 2.15441)
H (4.10271, -0.56372, 2.72376)
H (4.52259, -1.67441, 1.83952)

Computed, not measured: 40 unconnected molecules or ions with the total composition H80O40 at a distorted geometry, with ωB97M-V/def2-TZVPD.

Properties
Orbital gap ... 9.90 eV
ΔE to the lowest compared entry with this formula, charge and spin ... 8.548 eV
HOMO ... -10.6 eV
E ... -3057.44322 hartree

Cartesian coordinates (Å):
H (-5.54957, 3.39360, -2.00588)
H (-4.76972, 2.50763, -1.17692)
O (-5.08797, 3.42218, -1.15917)
H (-2.13258, -5.38524, -0.45244)
H (-2.65506, -4.49997, 0.72325)
O (-2.48373, -5.40271, 0.43431)
H (-1.49525, 0.69126, -3.17407)
H (-0.16054, 0.28962, -2.83878)
O (-0.72122, 0.34400, -3.65222)
H (4.35293, -1.83524, -3.64513)
H (4.39262, -1.52169, -4.98086)
O (3.68319, -1.65852, -4.32717)
H (-1.06742, 0.67844, -5.47176)
H (-0.87346, 2.20198, -5.55775)
O (-1.53098, 1.51520, -5.47781)
H (3.77536, 0.70313, 5.52857)
O (2.88519, 0.53062, 5.83504)
H (2.42396, -2.75648, 5.29847)
O (1.93900, -2.15370, 5.87833)
H (5.67798, -0.06707, 1.68004)
H (6.73154, 0.90166, 0.89320)
O (6.32255, 0.64278, 1.71700)
H (-4.53119, 2.59601, -4.43971)
H (-3.14769, 2.35961, -4.35325)
O (-3.92291, 2.28653, -3.76254)
H (2.01776, 3.23504, -2.03029)
H (1.16504, 2.00963, -2.02313)
O (1.39803, 2.76152, -2.59674)
H (-2.68546, 0.68472, 2.32748)
H (-3.87999, 1.35942, 2.80019)
O (-3.36555, 1.28301, 1.98536)
H (-4.11148, -0.41520, -2.80146)
O (-3.36285, 0.02845, -2.39526)
H (4.53825, 3.69742, 2.50236)
H (5.27424, 2.61794, 1.86289)
O (5.44847, 3.49820, 2.25177)
H (0.91647, 5.13635, -1.09553)
H (0.93247, 6.67329, -1.02960)
O (1.40261, 5.91677, -1.39426)
H (0.90779, 3.68338, 2.05645)
H (-0.29305, 4.35548, 1.75115)
O (0.39274, 3.87270, 1.25461)
H (-1.16798, -2.13440, 2.00461)
H (-2.37268, -1.51201, 1.36242)
O (-1.93751, -1.62766, 2.23306)
H (0.61260, -4.10478, -1.31866)
H (1.38554, -4.27064, -2.54874)
O (1.02446, -3.56053, -1.99978)
H (-0.67756, -2.73777, -3.75984)
H (-0.91201, -1.39455, -3.48736)
O (-1.39134, -2.24411, -3.30398)
H (-0.14537, 1.26810, 0.06144)
O (0.05820, 2.11297, -0.37519)
H (-3.05424, 3.48533, 0.00780)
H (-2.96024, 4.79444, -0.50975)
O (-2.65214, 4.32269, 0.28090)
H (-4.84174, -0.82989, -0.77607)
O (-5.77577, -0.83940, -1.02632)
H (-4.30061, -3.57732, 3.32507)
H (-3.40178, -2.28680, 3.14899)
O (-3.58493, -3.07255, 3.69983)
H (-1.46487, -2.27066, -0.99083)
H (-2.77460, -1.68041, -1.07004)
O (-2.12935, -1.90749, -0.37697)
H (2.71524, 6.14353, 0.24462)
H (3.28750, 5.21565, 1.45314)
O (2.83770, 5.26436, 0.60631)
H (1.93177, -6.32272, 0.19228)
H (0.93591, -5.75736, 1.19026)
O (1.02504, -6.01052, 0.26025)
H (-0.33896, 5.13633, -3.21001)
H (-0.34263, 3.78275, -3.71447)
O (-0.83057, 4.60841, -3.84463)
H (4.89639, -1.36587, 0.17401)
H (5.32306, -2.60315, 0.74413)
O (4.74553, -1.86694, 0.99400)
H (2.86586, 2.42416, 4.25470)
H (4.08393, 1.45826, 3.93241)
O (3.36312, 1.96807, 3.57395)
H (4.38274, 3.62840, 0.34765)
H (2.97739, 3.02564, 0.12046)
O (3.91286, 2.83891, 0.05889)
H (-3.71117, -3.26081, -0.16875)
H (-5.06893, -3.50128, 0.39145)
O (-4.41548, -2.79412, 0.28425)
H (0.89447, -3.12225, -5.47391)
H (0.00977, -2.11590, -6.16053)
O (-0.01751, -2.79929, -5.48369)
H (-2.87011, 4.08751, 3.77579)
O (-3.75662, 3.91807, 3.43380)
H (1.60883, -0.68843, -0.87805)
H (0.80943, -1.74441, -1.96068)
O (0.82853, -1.07436, -1.26596)
H (-0.46335, 2.60955, 0.26901)
H (2.80453, -0.42841, 5.96227)
H (-5.99808, -1.36874, -0.24620)
H (1.29832, -2.72883, 6.30913)
H (-3.60318, 0.96204, -2.54495)
H (-3.68873, 4.40239, 2.60361)
O (-3.55485, -2.47888, -5.17345)
H (-2.78013, -2.47320, -4.57714)
H (-3.83503, -1.56806, -5.09799)
O (0.62286, -0.13487, 5.90575)
H (0.10716, -0.78364, 5.41891)
H (1.14650, 0.30382, 5.22895)
O (0.87467, -0.96651, 1.74900)
H (0.11933, -0.57209, 2.17360)
H (0.70462, -1.84805, 1.42547)
O (5.82630, 0.81332, -1.15042)
H (5.14527, 1.16038, -0.56885)
H (5.32450, 0.68665, -1.95824)
O (-0.96278, 1.98031, 6.05002)
H (-1.47282, 1.49718, 5.40470)
H (-0.19252, 1.46163, 6.34876)
O (2.00754, -6.27118, -2.25074)
H (2.46137, -5.72852, -1.58882)
H (1.46498, -6.75373, -1.60907)
O (-0.17366, -5.33161, 2.83106)
H (-0.85584, -5.29218, 2.16013)
H (-0.69664, -5.73571, 3.53452)

| no. | E_LUMO (eV) |
| --- | --- |
| 1 | -0.80 |
| 2 | -0.67 |